Molecular formula: C29H49F12NO10S2Si2
Method: DFT, ωB97M-V/def2-TZVPD

```
105
C29H49F12NO10S2Si2, DFT ωB97M-V/def2-TZVPD
C -2.291 -1.873 5.555
C -1.608 -1.030 4.464
C -0.101 -0.950 4.727
C -2.201 0.383 4.396
C -1.871 1.142 3.103
Si -2.615 0.376 1.574
C -2.761 1.600 0.175
C -3.434 0.970 -1.061
C -2.453 0.286 -2.032
S -2.859 0.760 -3.717
C -1.763 -0.146 -4.686
S -0.595 -1.134 -4.135
N -2.100 0.155 -6.044
C -1.176 1.054 -6.756
C -0.277 0.284 -7.734
O -0.029 -1.021 -7.276
C -1.206 -1.803 -7.339
C -2.439 -1.016 -6.848
O -4.151 -0.135 1.936
Si -4.674 -1.633 2.371
H -1.640 -1.997 6.423
H -2.546 -2.872 5.201
H -3.206 -1.400 5.915
H -1.735 -1.531 3.498
H 0.080 -0.592 5.744
H 0.395 -0.265 4.035
H 0.371 -1.929 4.626
H -3.287 0.344 4.517
H -1.831 0.922 5.272
H -0.793 1.284 2.981
H -2.298 2.151 3.158
H -1.797 -0.765 1.076
H -1.757 1.963 -0.068
H -3.350 2.452 0.524
H -4.169 0.228 -0.742
H -4.010 1.736 -1.584
H -1.411 0.533 -1.824
H -2.531 -0.800 -1.984
H -0.592 1.606 -6.021
H -1.766 1.782 -7.323
H 0.674 0.800 -7.831
H -0.748 0.244 -8.727
H -1.019 -2.681 -6.727
H -1.378 -2.117 -8.378
H -3.109 -1.656 -6.276
H -3.010 -0.649 -7.704
H -5.184 -1.590 3.757
H -5.758 -2.053 1.459
H -3.570 -2.614 2.289
C -4.949 0.735 11.313
C -4.952 1.294 9.909
O -3.612 1.644 9.483
C -2.870 0.650 9.034
O -3.169 -0.501 8.930
C -1.493 1.191 8.578
F -0.975 2.043 9.462
F -1.633 1.831 7.409
F -0.637 0.191 8.404
H -4.488 1.441 12.004
H -5.974 0.553 11.635
H -4.402 -0.206 11.357
H -5.504 2.229 9.850
H -5.374 0.590 9.193
C 0.969 3.631 5.009
C 2.075 2.873 4.315
O 2.046 3.105 2.884
C 2.597 4.232 2.477
O 3.110 5.082 3.138
C 2.524 4.314 0.933
F 1.325 3.947 0.474
F 3.443 3.492 0.399
F 2.778 5.545 0.516
H -0.002 3.363 4.591
H 0.972 3.382 6.069
H 1.109 4.707 4.907
H 1.953 1.797 4.415
H 3.057 3.154 4.693
C 2.745 1.709 -2.285
C 3.715 2.381 -3.228
O 4.080 1.500 -4.321
C 3.189 1.428 -5.289
O 2.140 1.995 -5.357
C 3.681 0.505 -6.431
F 4.231 -0.622 -5.972
F 4.592 1.139 -7.177
F 2.639 0.196 -7.183
H 3.162 0.777 -1.902
H 2.536 2.372 -1.447
H 1.805 1.485 -2.789
H 4.657 2.619 -2.741
H 3.297 3.297 -3.645
C 6.161 -3.476 -6.996
C 5.228 -3.946 -5.904
O 4.765 -5.296 -6.156
C 5.587 -6.265 -5.802
O 6.662 -6.166 -5.293
C 4.934 -7.638 -6.103
F 4.370 -7.660 -7.312
F 3.983 -7.890 -5.194
F 5.840 -8.605 -6.042
H 5.675 -3.552 -7.969
H 6.428 -2.435 -6.821
H 7.073 -4.071 -7.015
H 4.321 -3.348 -5.874
H 5.702 -3.913 -4.924
```

E_tot (eV): -122871.54871
Highest occupied orbital energy (eV): -8.185
F_max (eV Å⁻¹): 0.5
Frontier orbital gap (eV): 8.4

Atom charges from the Löwdin analysis, given in e for atoms 1 to 2: atom 1 (C): -0.066, atom 2 (C): -0.441